DFT (wB97M-V/def2-TZVPD) results for a structure of composition C21H31IMnN5O at a distorted geometry.

```
60
C21H31IMnN5O wB97M-V/def2-TZVPD
C -1.813 -1.931 -0.490
I -4.251 -1.052 -0.727
H -1.863 -2.642 -1.326
H -2.042 -0.897 -0.840
H -2.349 -2.331 0.385
C -0.118 1.876 3.751
C -0.589 0.666 4.114
N -0.578 -0.125 2.979
C -0.096 0.554 1.898
N 0.177 1.800 2.406
H 0.016 2.776 4.326
H -0.945 0.303 5.061
C 0.233 0.824 -3.840
C 0.525 -0.004 -1.740
N -0.022 1.000 -2.494
H 1.360 -0.812 -4.809
N 1.156 -0.780 -2.662
H -0.136 1.505 -4.586
Mn 0.595 -0.089 0.200
C -0.262 -1.812 -0.100
O 0.452 -2.800 0.022
C 0.961 -0.307 -3.943
C 2.008 -1.925 -2.390
H 2.633 -2.084 -3.276
H 1.421 -2.835 -2.220
H 2.656 -1.747 -1.523
C -0.733 2.162 -1.979
H -1.312 2.600 -2.803
H -0.035 2.938 -1.615
H -1.411 1.887 -1.157
C 0.697 2.922 1.659
H 0.221 3.850 2.010
H 0.503 2.801 0.581
H 1.785 3.027 1.803
C -1.088 -1.485 2.994
H -2.086 -1.528 2.533
H -1.181 -1.789 4.041
H -0.420 -2.184 2.474
C 4.284 3.670 -2.104
N 4.135 2.354 -1.535
C 4.599 1.229 -2.295
C 3.053 2.138 -0.612
C 3.374 1.057 0.391
C 4.588 1.188 1.085
C 4.990 0.200 1.980
C 4.191 -0.931 2.166
C 2.970 -1.052 1.479
C 2.535 -0.030 0.641
H 4.741 3.602 -3.097
H 4.944 4.280 -1.465
H 3.320 4.199 -2.168
H 5.100 0.506 -1.636
H 3.784 0.697 -2.816
H 5.318 1.591 -3.041
H 2.895 3.096 -0.085
H 2.105 1.904 -1.148
H 5.197 2.074 0.902
H 5.927 0.316 2.526
H 4.492 -1.722 2.853
H 2.357 -1.958 1.588
```

As for the expectation value of S²: 6.18. Its net charge is -2. The value obtained for the HOMO energy (alpha / beta) is 2.13 / 1.13 eV. The spin multiplicity is 5. As for the lowest unoccupied orbital energy (alpha / beta): 4.62 / 4.61 eV. As for the maximum force: 5.20 eV/A. The gap between HOMO and LUMO (alpha / beta) is 2.5 / 3.5 eV.

***

DFT (wB97M-V/def2-TZVPD) results for a structure of composition C21H31IrN6S3Si.

```
63
C21H31IrN6S3Si wB97M-V/def2-TZVPD
Ir -0.978 -0.004 -0.050
C -3.554 -1.197 1.564
C -2.555 -1.111 2.697
S -0.818 -1.046 2.097
C -0.109 0.254 3.179
C 0.317 1.505 2.433
S -0.814 1.947 1.089
C -2.424 2.150 1.930
C -3.576 1.638 1.075
S -3.322 0.030 0.255
H -4.577 -1.123 1.934
H -3.472 -2.149 1.036
H -2.627 -2.009 3.311
H -2.754 -0.261 3.343
H 0.759 -0.193 3.663
H -0.850 0.457 3.951
H 1.250 1.335 1.897
H 0.439 2.359 3.099
H -2.544 3.218 2.111
H -2.381 1.655 2.896
H -3.786 2.324 0.253
H -4.491 1.569 1.664
N -1.958 1.973 -3.636
C -1.687 2.103 -2.341
N -1.395 0.902 -1.869
C -1.521 0.074 -2.942
N -1.856 0.696 -4.040
C -1.338 -1.352 -2.731
C -1.401 -2.283 -3.757
N -1.263 -3.581 -3.528
C -1.086 -3.946 -2.266
C -1.026 -3.024 -1.228
N -1.129 -1.716 -1.452
H -2.198 2.695 -4.302
H -1.691 3.038 -1.806
H -1.570 -1.956 -4.776
H -0.988 -5.003 -2.055
H -0.914 -3.368 -0.209
C 1.282 2.157 -2.454
Si 2.141 1.239 -1.062
C 3.545 0.302 -1.844
C 2.719 2.705 -0.022
N 1.126 0.081 -0.177
C 1.901 -0.794 0.625
C 3.013 -0.314 1.338
C 3.825 -1.150 2.091
C 3.555 -2.508 2.183
C 2.457 -3.005 1.499
C 1.658 -2.164 0.738
H 2.054 2.815 -2.863
H 0.495 2.817 -2.098
H 0.925 1.537 -3.279
H 4.217 0.992 -2.360
H 3.149 -0.392 -2.590
H 4.140 -0.276 -1.138
H 3.328 3.345 -0.667
H 3.316 2.500 0.867
H 1.864 3.318 0.287
H 3.268 0.739 1.305
H 4.675 -0.727 2.610
H 4.188 -3.161 2.766
H 2.222 -4.061 1.541
H 0.826 -2.593 0.216
```

Its net charge is +2. The value obtained for the HOMO energy is -12.81 eV. As for the lowest unoccupied orbital energy: -6.33 eV. As for the maximum force: 0.53 eV/A. The calculation puts the energy above the lowest of the compared OMol25 structures with the same formula, charge and spin at 0.0000 eV. The gap between HOMO and LUMO is 6.5 eV.

***

DFT (wB97M-V/def2-TZVPD) results for a structure of composition C21H31IrN9S3 at a distorted geometry.

```
65
C21H31IrN9S3 wB97M-V/def2-TZVPD
Ir 0.170 0.135 0.162
N -0.050 1.003 2.263
C 1.174 1.168 3.070
C 2.245 1.890 2.274
C 3.113 0.945 1.455
N 2.441 0.441 0.235
H -0.489 1.913 2.135
H -0.711 0.420 2.769
H 1.519 0.182 3.380
H 0.948 1.737 3.974
H 2.891 2.440 2.958
H 1.745 2.619 1.630
H 3.390 0.095 2.077
H 4.045 1.451 1.190
H 2.919 -0.405 -0.071
H 2.550 1.117 -0.519
N -3.258 -1.084 0.622
C -3.137 0.143 0.109
N -1.985 0.710 -0.227
C -2.169 1.947 -0.817
C -3.465 2.341 -0.889
S -4.515 1.173 -0.216
C -1.024 2.704 -1.247
C -1.064 3.768 -2.090
S 0.482 4.447 -2.302
C 1.126 3.257 -1.191
N 0.233 2.389 -0.763
N 2.436 3.310 -0.850
H -2.539 -1.763 0.376
H -4.173 -1.426 0.870
H -3.851 3.261 -1.292
H -1.929 4.156 -2.600
H 2.992 4.050 -1.252
H 2.739 3.003 0.057
N 0.491 -1.739 1.247
S 1.862 -2.199 2.025
C 1.386 -3.559 3.084
C 0.866 -4.726 2.537
C 0.579 -5.778 3.388
C 0.813 -5.659 4.755
C 1.341 -4.488 5.281
C 1.635 -3.423 4.443
C 2.801 -3.080 0.758
C 2.542 -2.860 -0.585
C 3.283 -3.555 -1.532
C 4.282 -4.428 -1.126
C 4.552 -4.609 0.224
C 3.818 -3.924 1.181
H -0.331 -1.995 1.784
H 0.716 -4.821 1.469
H 0.190 -6.701 2.981
H 0.600 -6.491 5.412
H 1.544 -4.401 6.339
H 2.067 -2.512 4.836
H 1.762 -2.167 -0.872
H 3.089 -3.406 -2.585
H 4.856 -4.969 -1.866
H 5.342 -5.278 0.537
H 4.024 -4.070 2.233
N -0.552 -1.422 -1.560
N -1.249 -2.481 -0.907
H -1.228 -0.899 -2.110
H 0.146 -1.775 -2.214
H -1.633 -3.136 -1.584
H -0.579 -2.973 -0.323
```

Its net charge is +3. The value obtained for the HOMO energy is -15.88 eV. As for the lowest unoccupied orbital energy: -9.34 eV. As for the maximum force: 2.25 eV/A. The calculation puts the energy above the lowest of the compared OMol25 structures with the same formula, charge and spin at 0.0000 eV. The gap between HOMO and LUMO is 6.5 eV.

***

DFT (wB97M-V/def2-TZVPD) results for a structure of composition C21H31LaO4 at a distorted geometry.

```
57
C21H31LaO4 wB97M-V/def2-TZVPD
O 2.822 -0.260 -3.132
C 1.617 0.624 -3.071
C 1.106 0.070 -4.406
H 1.915 1.660 -3.074
H 1.028 0.407 -2.143
C 2.025 -1.124 -3.962
H 1.532 0.581 -5.270
H 0.038 -0.124 -4.514
C 3.009 -1.758 -4.905
H 3.866 -1.101 -5.033
H 2.512 -1.981 -5.873
H 3.336 -2.689 -4.414
C 1.205 -2.110 -3.162
H 0.266 -1.660 -2.836
H 1.739 -2.423 -2.260
H 0.955 -2.980 -3.765
La -0.593 0.734 0.008
C -3.056 0.011 -0.763
C -3.080 1.386 -0.368
C -2.327 2.141 -1.343
H -3.648 1.807 0.452
C -1.851 1.201 -2.321
C -2.306 -0.100 -1.969
H -2.240 -1.008 -2.595
H -3.638 -0.789 -0.300
H -2.201 3.225 -1.329
H -1.346 1.444 -3.256
C 0.833 -1.259 1.986
C 0.996 -2.332 1.055
C 2.078 -2.035 0.228
H 0.374 -3.245 1.037
C 2.574 -0.744 0.563
C 1.793 -0.265 1.663
H 1.970 0.643 2.232
H 0.184 -1.272 2.864
H 2.538 -2.705 -0.498
H 3.415 -0.231 0.071
O 3.477 2.165 -3.666
C 4.269 1.628 -4.780
C 4.884 2.777 -5.571
H 3.659 0.983 -5.444
H 5.052 1.000 -4.326
C 4.790 3.979 -4.601
H 4.323 2.920 -6.509
H 5.929 2.556 -5.795
C 4.010 3.462 -3.360
H 4.256 4.820 -5.073
H 5.795 4.317 -4.306
H 3.204 4.166 -3.098
H 4.660 3.277 -2.493
C -2.348 0.524 3.826
C -1.690 0.491 2.502
O -1.781 -0.502 1.684
O -1.017 1.545 2.125
H -2.617 -0.494 4.113
H -3.253 1.142 3.757
H -1.674 0.967 4.569
```

The value obtained for the HOMO energy is -6.64 eV. As for the lowest unoccupied orbital energy: -0.26 eV. As for the maximum force: 4.73 eV/A. The calculation puts the energy above the lowest of the compared OMol25 structures with the same formula, charge and spin at 0.0000 eV. The gap between HOMO and LUMO is 6.4 eV.